{
  "formula": "C46H51Cl3F6GeN5O3PW",
  "method": "ωB97M-V/def2-TZVPD",
  "elements": ["W", "C", "C", "C", "C", "C", "C", "C", "F", "C", "C", "C", "O", "C", "C", "N", "C", "C", "O", "O", "H", "H", "H", "H", "H", "H", "H", "H", "H", "H", "H", "Cl", "Ge", "Cl", "Cl", "F", "C", "F", "C", "F", "F", "F", "N", "P", "N", "C", "C", "C", "C", "C", "N", "C", "C", "C", "C", "C", "N", "C", "C", "C", "C", "C", "H", "H", "H", "H", "H", "H", "H", "H", "H", "H", "H", "H", "H", "H", "H", "H", "H", "H", "H", "H", "H", "H", "H", "H", "H", "H", "H", "H", "H", "H", "C", "C", "C", "C", "C", "C", "C", "C", "C", "C", "C", "C", "C", "C", "C", "H", "H", "H", "H", "H", "H", "H", "H", "H", "H"],
  "positions_angstrom": [[1.14748, 0.10666, 0.10347], [5.82935, -4.40751, -4.06869], [6.39242, -3.84621, -2.76954], [7.14298, -4.86510, -1.92687], [6.21543, -5.98973, -1.49104], [4.95321, -5.43807, -0.88293], [4.17569, -6.21127, -0.05091], [3.04179, -5.67998, 0.56375], [2.33357, -6.47980, 1.36894], [2.65656, -4.38217, 0.38946], [3.41244, -3.58118, -0.48028], [3.03268, -2.20563, -0.70422], [1.94882, -1.76974, -0.16040], [3.87083, -1.41749, -1.50330], [4.95883, -2.00776, -2.11505], [5.28771, -3.28044, -1.95999], [4.55276, -4.10466, -1.11503], [3.65507, 0.04167, -1.74135], [4.38849, 0.67614, -2.45908], [2.64307, 0.57668, -1.09529], [6.63171, -4.84992, -4.65733], [5.36726, -3.61880, -4.66130], [5.07760, -5.17355, -3.88054], [7.05074, -3.00455, -2.99204], [7.55632, -4.36387, -1.04885], [7.98072, -5.25402, -2.50542], [6.71443, -6.62451, -0.75825], [5.96618, -6.63275, -2.33922], [4.45606, -7.23389, 0.16447], [1.81973, -3.96069, 0.92739], [5.57668, -1.41135, -2.77394], [3.20108, 0.12287, 1.80295], [1.21466, -0.21094, 3.10689], [1.25442, -2.47206, 3.11093], [2.14240, 0.03542, 5.10096], [0.61741, 1.40554, -2.54394], [0.01788, 0.43237, -1.80441], [-1.25324, 0.88031, -1.54141], [-0.14372, -0.76848, -2.76578], [-0.39433, -0.38204, -4.01425], [0.99047, -1.49796, -2.78427], [-1.13608, -1.57238, -2.37939], [0.71628, 1.76806, 0.65034], [0.61090, 3.24756, 1.33252], [2.12215, 3.74313, 1.70622], [2.34189, 4.93313, 2.53923], [2.85792, 6.12091, 1.73475], [4.09468, 5.74705, 0.92849], [3.77377, 4.55732, 0.03389], [3.27721, 3.38146, 0.86239], [-0.22908, 4.18470, 0.28519], [-0.89215, 5.42574, 0.72753], [-1.90645, 5.84273, -0.32503], [-1.19861, 6.23432, -1.62903], [0.11303, 5.45670, -1.79304], [0.01964, 4.07533, -1.16587], [-0.25650, 3.23068, 2.72200], [-1.67108, 2.81778, 2.61351], [-2.44143, 3.36348, 3.80472], [-1.92898, 2.74730, 5.11804], [-0.52181, 2.17104, 4.94390], [0.34348, 3.05773, 4.06353], [3.06401, 4.66454, 3.31765], [1.40816, 5.20066, 3.03497], [3.06517, 6.94315, 2.42211], [2.07217, 6.46099, 1.05115], [4.90683, 5.47677, 1.61109], [4.44106, 6.59747, 0.34064], [4.65138, 4.23562, -0.52902], [3.00886, 4.83812, -0.69744], [4.07170, 3.02954, 1.52844], [3.00468, 2.54840, 0.21646], [-0.16116, 6.23075, 0.87566], [-1.37258, 5.24730, 1.68597], [-2.50903, 6.66871, 0.05346], [-2.58564, 5.00343, -0.49439], [-0.98806, 7.30467, -1.63170], [-1.85833, 6.04347, -2.47602], [0.93955, 6.00122, -1.32752], [0.36698, 5.34611, -2.84758], [0.94756, 3.52306, -1.32986], [-0.78139, 3.49760, -1.63088], [-1.73608, 1.72316, 2.57443], [-2.07318, 3.19385, 1.67542], [-3.50587, 3.17256, 3.66928], [-2.31579, 4.44876, 3.82145], [-2.60017, 1.95565, 5.45378], [-1.92537, 3.50400, 5.90402], [-0.57450, 1.16556, 4.51397], [-0.02384, 2.06062, 5.90742], [1.34780, 2.63977, 3.96928], [0.43965, 4.03800, 4.54294], [-0.52275, -1.04391, 0.51440], [-1.22074, -2.03093, 0.76058], [-1.84250, -3.18783, 1.14825], [-2.72284, -3.13016, 2.30749], [-2.81502, -4.20929, 3.19559], [-3.59464, -4.10556, 4.33305], [-4.30093, -2.93959, 4.58826], [-4.21054, -1.85932, 3.71762], [-3.41496, -1.94570, 2.59375], [-1.56269, -4.41036, 0.41579], [-2.46787, -5.48139, 0.41780], [-2.19621, -6.61910, -0.31829], [-1.02365, -6.70627, -1.05725], [-0.12937, -5.64233, -1.08308], [-0.40126, -4.49674, -0.36414], [-2.22853, -5.10046, 3.02445], [-3.64071, -4.93097, 5.02923], [-4.91593, -2.86734, 5.47481], [-4.75669, -0.94972, 3.92412], [-3.32954, -1.10642, 1.91598], [-3.39983, -5.40024, 0.95664], [-2.90445, -7.43615, -0.32558], [-0.81461, -7.60090, -1.62818], [0.77492, -5.70412, -1.67395], [0.28209, -3.65690, -0.38865]],
  "mulliken_charge": [0.09, -1.39, -0.30, -1.07, -1.29, 0.72, -0.63, -0.61, -0.41, -0.73, 1.18, 0.32, 0.13, 0.23, -0.11, 0.07, 0.17, -0.04, -0.73, -0.31, 0.40, 0.39, 0.37, 0.54, 0.37, 0.43, 0.50, 0.37, 0.55, 0.79, 0.61, -0.25, 0.88, -0.43, -0.39, -0.32, -0.21, -0.25, 0.63, -0.29, -0.26, -0.25, 0.52, -1.26, 0.51, -0.86, -0.39, -1.09, -0.42, -0.17, 0.89, -0.43, -1.06, -0.74, -0.98, -0.17, 0.93, -0.66, -1.02, -0.83, -0.68, -0.63, 0.40, 0.46, 0.45, -0.03, 0.32, 0.48, 0.48, 0.01, 0.47, -0.10, 0.16, 0.31, 0.48, 0.28, 0.37, 0.34, 0.15, 0.57, 0.24, 0.19, 0.17, 0.71, 0.50, 0.23, 0.32, 0.37, -0.11, 0.41, 0.49, 0.38, 0.52, 0.16, 0.19, 0.25, -0.28, -0.95, -0.40, -0.77, -0.43, 0.40, -0.56, -0.87, -0.69, -0.88, 0.51, 0.61, 0.43, 0.42, 0.46, 0.49, 0.64, 0.43, 0.43, 0.56, -0.08],
  "homo_lumo_gap_ev": [5.4, 5.8],
  "s_squared": 0.792,
  "charge": 1,
  "multiplicity": 2,
  "de_lowest_kcal_mol": 14.3,
  "homo_ha": [-0.353, -0.386]
}


{
  "formula": "C46H53BClIrN11S3",
  "method": "ωB97M-V/def2-TZVPD",
  "elements": ["Ir", "C", "C", "C", "C", "N", "N", "B", "N", "N", "C", "C", "C", "C", "C", "S", "C", "C", "C", "C", "N", "N", "C", "C", "C", "C", "C", "S", "C", "C", "C", "C", "C", "S", "C", "C", "C", "C", "H", "H", "H", "H", "H", "H", "H", "H", "H", "H", "H", "H", "H", "H", "H", "H", "H", "H", "H", "H", "H", "H", "H", "H", "H", "H", "H", "H", "H", "H", "H", "H", "H", "H", "H", "H", "H", "H", "H", "Cl", "C", "C", "C", "C", "N", "C", "H", "H", "H", "H", "N", "C", "N", "C", "N", "C", "C", "C", "C", "C", "C", "N", "C", "C", "C", "C", "C", "C", "H", "H", "H", "H", "H", "H", "H", "H", "H", "H"],
  "positions_angstrom": [[-1.82298, -0.92298, 2.29641], [-0.16695, -5.81022, -1.49320], [0.07574, -4.44861, -2.07908], [0.44248, -4.25428, -3.38405], [0.67365, -2.96268, -3.88981], [0.51152, -1.89779, -3.11808], [0.14911, -2.09015, -1.85942], [-0.09296, -0.74372, -1.08265], [1.04255, -0.30688, -0.07900], [1.28212, 0.99551, -0.24729], [2.22996, 1.58503, 0.43896], [2.94879, 0.86419, 1.41096], [2.66807, -0.44855, 1.64241], [3.37845, -1.23598, 2.70596], [1.67578, -1.04603, 0.82387], [1.47398, -2.78278, 1.08314], [2.51305, 3.03976, 0.06708], [3.19487, 3.01579, -1.31380], [3.44418, 3.69907, 1.08708], [1.19885, 3.82486, -0.03546], [-0.56771, 0.44776, -1.97026], [0.00121, 1.13915, -2.95857], [-0.69815, 2.16696, -3.38666], [-1.96585, 2.50161, -2.81861], [-2.53803, 1.77167, -1.81460], [-3.86782, 2.04505, -1.17996], [-1.74625, 0.69107, -1.41539], [-1.86164, -0.60995, -0.25918], [-0.11138, 3.03816, -4.48774], [1.17788, 2.43959, -5.04460], [-1.14092, 3.16667, -5.62416], [0.18309, 4.42342, -3.89091], [-0.03300, -3.28106, -1.30597], [-0.38055, -3.29676, 0.43600], [1.15231, -2.74966, -5.31466], [2.62771, -3.19134, -5.35441], [1.04720, -1.28020, -5.71172], [0.32118, -3.60759, -6.28047], [-0.06804, -6.57738, -2.25736], [-1.16566, -5.87918, -1.05937], [0.54732, -6.01872, -0.69464], [0.57364, -5.11264, -4.03280], [3.71507, 1.35414, 1.99840], [3.93607, -0.56771, 3.35698], [4.08314, -1.94584, 2.26338], [2.67134, -1.80386, 3.31390], [4.11756, 2.42871, -1.29200], [3.45369, 4.03386, -1.61075], [2.52964, 2.58387, -2.06499], [4.43508, 3.23607, 1.10001], [3.03236, 3.67279, 2.09987], [3.58376, 4.74568, 0.81525], [0.51421, 3.36000, -0.75026], [1.41287, 4.83948, -0.37624], [0.69152, 3.89626, 0.92829], [-2.48791, 3.37302, -3.19703], [-4.23117, 3.03648, -1.44185], [-3.80729, 1.96311, -0.09267], [-4.60328, 1.31077, -1.51715], [0.99899, 1.46007, -5.48813], [1.94344, 2.32989, -4.27404], [1.56625, 3.10025, -5.82132], [-1.49251, 2.18599, -5.95687], [-0.67335, 3.66025, -6.47749], [-2.00817, 3.76583, -5.33799], [0.96969, 4.36318, -3.13268], [-0.70174, 4.87355, -3.43290], [0.52419, 5.09430, -4.68131], [3.23328, -2.61238, -4.65211], [3.02446, -3.02900, -6.35799], [2.74067, -4.25315, -5.11827], [1.63828, -0.64300, -5.05397], [0.01043, -0.93281, -5.67635], [1.41384, -1.16332, -6.73257], [0.47672, -4.67837, -6.13345], [0.62090, -3.37931, -7.30367], [-0.74756, -3.39603, -6.18904], [-1.75309, 4.84988, 2.36550], [-2.34789, 3.38696, 3.06322], [-3.08833, 3.40032, 4.23208], [-3.53743, 2.19103, 4.73195], [-3.21956, 1.02196, 4.06524], [-2.48248, 1.02257, 2.94838], [-2.05890, 2.18793, 2.45090], [-3.31028, 4.33556, 4.73018], [-4.13113, 2.14847, 5.63456], [-3.55677, 0.05701, 4.41831], [-1.47729, 2.16258, 1.53822], [-7.67313, -2.89255, 3.10446], [-6.64619, -2.95499, 2.57996], [-5.50612, -3.03829, 1.91299], [-4.34760, -2.63583, 1.97962], [-3.19116, -2.34768, 1.94851], [1.06424, 2.30845, 5.52575], [0.53035, 1.31162, 6.34172], [-0.00607, 0.16130, 5.79318], [-0.03007, -0.02772, 4.40351], [0.53477, 0.95790, 3.60291], [1.06275, 2.12438, 4.15611], [-0.61832, -1.16786, 3.80652], [-0.46501, -2.43537, 4.45110], [0.74569, -2.76501, 5.06024], [0.92828, -4.01070, 5.64596], [-0.08922, -4.95331, 5.62945], [-1.29194, -4.62998, 5.02482], [-1.48280, -3.38064, 4.44279], [1.48229, 3.20806, 5.96056], [0.52380, 1.44118, 7.41796], [-0.43551, -0.59854, 6.43505], [0.55392, 0.78937, 2.52638], [1.48594, 2.88549, 3.51133], [1.55120, -2.03688, 5.07473], [1.87513, -4.24365, 6.11917], [0.05183, -5.92220, 6.09165], [-2.10319, -5.34817, 5.01770], [-2.43202, -3.12559, 3.99629]],
  "mulliken_charge": [2.06, -1.55, 0.32, -0.33, -0.16, -0.82, 0.76, -1.26, 0.75, -0.21, -0.20, -0.61, 0.45, -2.16, 1.06, -0.05, 2.38, -1.72, -2.01, -1.37, 0.66, -0.66, 0.25, -0.07, -0.24, -1.54, 0.75, -0.29, 2.11, -1.51, -1.78, -1.55, 0.75, -0.12, 2.28, -1.71, -2.08, -1.76, 0.41, 0.38, 0.37, 0.42, 0.51, 0.39, 0.48, 0.45, 0.40, 0.49, 0.12, 0.42, 0.30, 0.47, -0.04, 0.53, 0.23, 0.48, 0.43, 0.21, 0.36, 0.17, 0.15, 0.52, 0.37, 0.49, 0.33, 0.15, 0.36, 0.53, 0.34, 0.46, 0.41, 0.33, 0.43, 0.52, 0.40, 0.46, 0.38, -0.18, 0.04, -0.33, -0.89, -0.26, 0.18, -0.23, 0.53, 0.49, 0.40, 0.23, -0.46, 0.43, -0.64, 0.69, -0.36, -0.95, -0.91, 0.01, -1.11, 1.29, -0.96, 0.09, 0.57, -0.01, -1.03, -0.60, -0.81, -0.59, 0.48, 0.46, 0.59, 0.01, 0.42, 0.38, 0.42, 0.44, 0.47, 0.29],
  "homo_lumo_gap_ev": [4.8, 5.1],
  "s_squared": 0.782,
  "charge": 2,
  "multiplicity": 2,
  "de_lowest_kcal_mol": 98.2,
  "homo_ha": [-0.418, -0.429]
}


{
  "formula": "C46H53FeI2O6S2Si",
  "method": "ωB97M-V/def2-TZVPD",
  "elements": ["Fe", "C", "C", "C", "C", "C", "C", "C", "S", "O", "C", "C", "C", "C", "C", "C", "C", "C", "C", "C", "C", "C", "C", "C", "C", "C", "C", "C", "C", "C", "S", "O", "C", "C", "C", "C", "C", "C", "C", "H", "H", "H", "H", "H", "H", "H", "H", "H", "H", "H", "H", "H", "H", "H", "H", "H", "H", "H", "H", "H", "H", "H", "H", "H", "H", "I", "I", "C", "C", "C", "C", "O", "Si", "O", "O", "C", "C", "C", "C", "O", "C", "C", "C", "C", "H", "H", "H", "H", "H", "H", "H", "H", "H", "H", "H", "H", "H", "H", "H", "H", "H", "H", "H", "H", "H", "H", "H", "H", "H", "H", "H"],
  "positions_angstrom": [[1.33492, -1.11310, 1.67644], [-1.82982, -8.62827, -1.39183], [-1.47132, -7.23338, -0.97512], [-0.39811, -6.56377, -1.56454], [-0.06583, -5.27650, -1.18852], [-0.81137, -4.65030, -0.19472], [-1.87591, -5.30227, 0.41399], [-2.20233, -6.58717, 0.01518], [-0.54930, -2.98717, 0.34327], [0.93735, -2.83646, 0.71716], [-0.65927, -2.06716, -1.17996], [0.43465, -2.08323, -2.07531], [0.34217, -1.38346, -3.24010], [-0.80772, -0.60536, -3.53068], [-0.88860, 0.16758, -4.71335], [-1.97604, 0.95699, -4.95555], [-3.03567, 1.00987, -4.02596], [-2.98791, 0.27218, -2.87879], [-1.87159, -0.55559, -2.60263], [-1.78011, -1.31392, -1.40059], [-2.87105, -1.26513, -0.39317], [-4.03427, -2.07043, -0.57866], [-4.19919, -2.89255, -1.72150], [-5.30976, -3.67373, -1.85900], [-6.31150, -3.67255, -0.86621], [-6.17491, -2.89454, 0.24714], [-5.03100, -2.08042, 0.42243], [-4.85814, -1.29611, 1.59159], [-3.74430, -0.53267, 1.75836], [-2.75594, -0.51631, 0.74840], [-1.22878, 0.36757, 1.01167], [-0.59547, -0.38638, 2.18275], [-1.83096, 1.87699, 1.71447], [-1.78161, 2.08521, 3.08093], [-2.24077, 3.29185, 3.58833], [-2.73381, 4.28327, 2.74751], [-3.18814, 5.60232, 3.29549], [-2.76065, 4.04446, 1.37357], [-2.30496, 2.85066, 0.84797], [-1.24567, -8.94916, -2.25074], [-2.88637, -8.69599, -1.64942], [-1.64723, -9.32969, -0.57733], [0.17897, -7.06007, -2.33283], [0.76425, -4.77193, -1.65703], [-2.44796, -4.80135, 1.18351], [-3.03625, -7.09533, 0.48112], [1.32971, -2.62803, -1.81654], [1.16052, -1.38921, -3.94726], [-0.06714, 0.12735, -5.41602], [-2.02944, 1.54591, -5.86011], [-3.89165, 1.63844, -4.22847], [-3.80576, 0.31198, -2.17147], [-3.43393, -2.89782, -2.48592], [-5.42539, -4.29870, -2.73375], [-7.18868, -4.29211, -0.99105], [-6.93791, -2.88993, 1.01337], [-5.62700, -1.31685, 2.35167], [-3.60524, 0.06190, 2.64874], [-1.37903, 1.31881, 3.72753], [-2.20634, 3.46776, 4.65544], [-3.40229, 5.53584, 4.36005], [-4.08309, 5.95429, 2.78479], [-2.41226, 6.35703, 3.15698], [-3.13242, 4.81171, 0.70773], [-2.31116, 2.68086, -0.22088], [2.51868, -1.12349, 4.00175], [0.85157, -2.18224, 5.77629], [2.87139, 3.84368, -2.10366], [2.46531, 2.37604, -2.13157], [0.96547, 2.22288, -1.89388], [2.86944, 1.73220, -3.45009], [3.19930, 1.67120, -1.11782], [2.87138, 1.53193, 0.47392], [1.78980, 0.36085, 0.73193], [2.27196, 2.94816, 1.01037], [2.37995, 3.64517, 2.25626], [3.75869, 4.28056, 2.35710], [2.14264, 2.67108, 3.40516], [1.28980, 4.71069, 2.22388], [4.24656, 1.18161, 1.29225], [5.36451, 0.36964, 0.90618], [4.87075, -0.92456, 0.26830], [6.23589, 1.15499, -0.06729], [6.12861, 0.07509, 2.19119], [2.36169, 4.39450, -2.89452], [3.94650, 3.93818, -2.25473], [2.61374, 4.28828, -1.14495], [0.40188, 2.68865, -2.70453], [0.67880, 2.70129, -0.95779], [0.69895, 1.16710, -1.84045], [2.37336, 2.22244, -4.28769], [2.59839, 0.67746, -3.44644], [3.94665, 1.81002, -3.59140], [4.53419, 3.51708, 2.34109], [3.84442, 4.84887, 3.28369], [3.91991, 4.96026, 1.52066], [2.94254, 1.93113, 3.43728], [1.18871, 2.15828, 3.27015], [2.12726, 3.19485, 4.36157], [1.45501, 5.38956, 1.38783], [1.28718, 5.29150, 3.14645], [0.31357, 4.24096, 2.10087], [4.29101, -0.71806, -0.63074], [4.24416, -1.48340, 0.97045], [5.71323, -1.56135, -0.00138], [5.67492, 1.40023, -0.96645], [7.11394, 0.57262, -0.34675], [6.57057, 2.08167, 0.39825], [5.49528, -0.46355, 2.89841], [6.44999, 1.00424, 2.65960], [7.00825, -0.53501, 1.98870]],
  "mulliken_charge": [0.20, -1.50, 1.01, -1.06, -0.47, 0.26, -0.26, -0.87, 1.36, -1.08, 1.31, -0.82, -1.22, 0.67, -0.91, -0.80, -0.92, -1.19, 1.26, -0.25, -0.68, 1.38, -0.77, -1.00, -0.70, -0.95, 0.71, -1.42, -1.33, 0.47, 1.90, -1.06, 0.09, -0.18, -0.86, 0.93, -1.59, -0.78, -0.82, 0.36, 0.36, 0.33, 0.35, 0.41, 0.48, 0.42, 0.71, 0.43, 0.47, 0.42, 0.48, 0.57, 0.56, 0.48, 0.44, 0.47, 0.42, 0.64, 0.50, 0.38, 0.40, 0.39, 0.28, 0.42, 0.51, 0.14, -0.10, -1.79, 1.97, -0.67, -1.84, -0.15, -2.84, 4.31, 0.91, 1.74, -1.82, -0.72, -1.53, -0.81, 1.58, -1.21, -1.59, -1.66, 0.49, 0.37, 0.10, 0.73, -0.17, -0.30, 0.41, 0.25, 0.43, 0.15, 0.51, 0.33, -0.07, -0.08, 0.57, 0.36, 0.45, 0.09, 0.11, 0.08, 0.60, 0.10, 0.51, 0.33, 0.20, 0.33, 0.45],
  "homo_lumo_gap_ev": [6.8, 6.7],
  "s_squared": 6.020,
  "charge": 1,
  "multiplicity": 5,
  "de_lowest_kcal_mol": 0.0,
  "homo_ha": [-0.402, -0.402]
}